Entry 1:
64
Properties=species:S:1:pos:R:3:nbo_charge:R:1 method="wB97M-V/def2-TZVPD" e_homo_ev=-13.3 relative_energy_kcal_mol=9.1 fmax_ev_per_a=2.8 charge=+2 e_tot_ha=-3102.4826 homo_lumo_gap_ev=6.19 mol_weight_g_mol=659.41
Zr 0.40 -0.22 0.10 2.332
Cl 1.85 -5.94 -4.02 0.085
C 1.20 -4.60 -3.17 -0.095
C -0.20 -4.50 -2.98 -0.075
C -0.75 -3.44 -2.32 -0.302
C 0.06 -2.40 -1.78 0.509
O -0.49 -1.40 -1.18 -0.803
C 1.49 -2.50 -1.97 -0.303
C 2.38 -1.50 -1.57 0.450
O 2.09 -0.41 -0.97 -0.765
C 2.02 -3.63 -2.67 -0.124
H -0.83 -5.29 -3.38 0.257
H -1.82 -3.37 -2.19 0.253
H 3.43 -1.64 -1.85 0.198
H 3.08 -3.70 -2.80 0.242
C 1.07 1.89 -3.42 -0.420
N 1.74 3.03 -2.78 -0.338
C 1.43 4.28 -3.51 -0.428
C 1.42 3.10 -1.31 -0.231
C -0.05 2.91 -1.03 -0.071
C -0.94 3.97 -1.23 -0.209
C -2.30 3.78 -1.07 -0.176
C -2.78 2.54 -0.69 -0.192
C -1.89 1.50 -0.44 -0.134
C -0.50 1.64 -0.60 -0.582
H 1.41 1.79 -4.45 0.239
H -0.01 2.04 -3.42 0.251
H 1.29 0.97 -2.87 0.226
H 2.75 2.89 -2.86 0.433
H 0.36 4.45 -3.51 0.243
H 1.77 4.20 -4.54 0.243
H 1.93 5.13 -3.04 0.239
H 1.77 4.08 -0.94 0.239
H 2.00 2.31 -0.81 0.237
H -0.56 4.95 -1.49 0.217
H -2.98 4.60 -1.24 0.241
H -3.84 2.39 -0.57 0.240
H -2.30 0.53 -0.11 0.210
O -0.12 -0.10 1.90 -0.817
C 1.15 -0.32 2.46 0.120
C 1.09 -0.50 3.96 -0.242
C 0.05 -1.04 4.65 -0.214
C 0.34 -1.15 6.03 -0.242
C 1.58 -0.72 6.35 -0.374
S 2.44 -0.14 4.98 0.456
C 1.67 -1.63 1.85 -0.302
C 0.82 -2.60 1.35 -0.313
C 1.51 -3.78 0.98 -0.234
C 2.84 -3.70 1.22 -0.379
S 3.30 -2.20 1.90 0.553
C 1.99 0.90 2.09 -0.336
C 1.62 2.18 2.42 -0.173
C 2.60 3.14 2.07 -0.255
C 3.68 2.59 1.47 -0.388
S 3.56 0.88 1.33 0.503
H -0.88 -1.33 4.20 0.236
H -0.35 -1.55 6.76 0.245
H 2.06 -0.69 7.31 0.257
H -0.28 -2.52 1.38 0.274
H 1.03 -4.66 0.58 0.252
H 3.59 -4.45 1.04 0.266
H 0.70 2.41 2.94 0.263
H 2.50 4.19 2.28 0.252
H 4.56 3.08 1.11 0.258

***

Entry 2:
9
Properties=species:S:1:pos:R:3:nbo_charge:R:1 method="wB97M-V/def2-TZVPD" e_homo_ev=-3.1 relative_energy_kcal_mol=5.3 fmax_ev_per_a=0.6 charge=-1 e_tot_ha=-552.6489 homo_lumo_gap_ev=7.42 mol_weight_g_mol=77.13
S 0.29 0.91 -1.79 -0.955
H -0.64 0.07 -2.25 0.098
C -1.14 -0.04 1.81 -0.614
C -0.13 -0.88 1.60 0.190
O 0.72 -0.93 0.59 -0.740
H -1.90 -0.38 2.50 0.179
H -1.30 0.86 1.23 0.215
H 0.00 -1.66 2.36 0.135
H 0.46 -0.26 -0.16 0.492

***

Entry 3:
25
Properties=species:S:1:pos:R:3:nbo_charge:R:1 method="wB97M-V/def2-TZVPD" e_homo_ev=-8.3 relative_energy_kcal_mol=69.9 fmax_ev_per_a=3.9 charge=0 e_tot_ha=-572.9248 homo_lumo_gap_ev=9.11 mol_weight_g_mol=176.22
C -1.60 1.61 -2.28 -0.665
C -0.97 0.98 -1.06 0.354
N 0.10 1.45 -0.57 -0.436
C 0.78 0.90 0.50 -0.023
C 2.08 1.61 0.75 -0.607
C -0.07 0.92 1.80 0.453
O -1.25 1.10 1.82 -0.542
C 0.66 -0.72 0.43 0.123
C 1.50 -1.73 0.90 -0.301
C 0.74 -2.93 0.68 -0.299
C -0.45 -2.56 0.09 -0.057
N -0.49 -1.25 -0.01 -0.337
C -1.53 -0.46 -0.70 -0.291
H -1.52 2.73 -2.21 0.246
H -2.65 1.10 -2.45 0.216
H -0.94 1.51 -3.06 0.236
H 2.36 1.48 1.81 0.211
H 2.02 2.68 0.35 0.246
H 2.85 1.16 0.18 0.222
H 0.53 0.69 2.73 0.123
H 2.46 -1.84 1.45 0.240
H 0.99 -3.96 0.96 0.224
H -1.23 -3.06 -0.43 0.205
H -2.39 -0.33 -0.03 0.241
H -1.96 -1.06 -1.63 0.220

***

Entry 4:
55
Properties=species:S:1:pos:R:3:nbo_charge:R:1 method="wB97M-V/def2-TZVPD" e_homo_ev=-7.0 relative_energy_kcal_mol=78.7 fmax_ev_per_a=5.1 charge=-1 e_tot_ha=-1849.6213 homo_lumo_gap_ev=8.73 mol_weight_g_mol=439.06
O -0.23 -20.66 -22.78 -0.584
C -1.20 -20.49 -22.05 0.689
O -1.91 -21.27 -21.37 -0.633
B -2.99 -20.59 -20.63 1.162
O -2.71 -19.13 -20.91 -0.664
C -1.72 -19.04 -21.81 0.673
O -1.28 -18.04 -22.39 -0.576
O -2.95 -20.78 -19.16 -0.644
C -4.12 -21.31 -18.78 0.672
O -4.45 -21.44 -17.61 -0.565
C -5.02 -21.49 -20.02 0.684
O -4.25 -21.13 -21.12 -0.656
O -6.23 -21.86 -20.00 -0.558
O -8.00 -25.14 -14.27 -0.938
H -8.87 -24.84 -14.51 0.467
H -7.42 -24.42 -14.53 0.471
O -2.07 -12.36 -20.56 -0.936
H -2.00 -11.84 -21.36 0.463
H -1.36 -13.00 -20.62 0.473
O -8.31 -27.24 -18.23 -0.941
H -7.64 -27.34 -17.55 0.470
H -8.11 -26.40 -18.64 0.471
O 2.17 -25.51 -22.57 -0.935
H 2.39 -26.06 -23.33 0.461
H 2.09 -24.63 -22.93 0.474
O 3.89 -16.50 -22.60 -0.934
H 3.06 -16.30 -23.03 0.473
H 4.56 -16.26 -23.25 0.461
O -4.49 -20.21 -26.83 -0.938
H -4.78 -19.33 -27.06 0.463
H -4.98 -20.43 -26.04 0.475
O -11.83 -23.58 -22.51 -0.938
H -10.98 -23.31 -22.15 0.473
H -12.44 -22.92 -22.19 0.465
O -2.69 -22.85 -12.05 -0.938
H -2.32 -22.05 -11.68 0.466
H -3.25 -22.55 -12.76 0.472
O -7.97 -16.72 -21.99 -0.942
H -7.19 -16.48 -21.49 0.475
H -8.69 -16.63 -21.37 0.467
O -0.85 -18.31 -16.00 -0.942
H 0.10 -18.42 -16.08 0.464
H -1.22 -19.08 -16.44 0.478
O 2.17 -22.33 -28.38 -0.933
H 2.53 -23.20 -28.55 0.462
H 2.45 -22.12 -27.49 0.471
O -6.83 -24.63 -24.53 -0.936
H -7.60 -25.07 -24.89 0.461
H -7.01 -23.70 -24.64 0.475
O -8.33 -20.45 -24.47 -0.942
H -9.17 -20.37 -24.91 0.464
H -8.39 -19.83 -23.74 0.479
O -10.45 -19.43 -18.52 -0.942
H -9.98 -20.22 -18.78 0.474
H -10.31 -19.36 -17.58 0.468

***

Entry 5:
12
Properties=species:S:1:pos:R:3:nbo_charge:R:1 method="wB97M-V/def2-TZVPD" e_homo_ev="-10.5 / -9.4" relative_energy_kcal_mol=88.9 fmax_ev_per_a=2.8 charge=0 e_tot_ha=-865.9950 homo_lumo_gap_ev="8.79 / 6.98" mol_weight_g_mol=149.13
C 3.52 0.76 -0.14 0.209
C 2.58 -0.14 0.29 -0.161
N 4.27 1.59 -0.40 -0.246
N 1.30 0.08 0.21 0.105
N -1.93 1.13 -0.44 -1.072
O 0.46 -0.74 0.62 -0.246
O -0.25 3.02 -0.94 -0.856
O -0.65 2.24 1.38 -0.876
S -0.54 1.99 -0.02 2.076
H 2.94 -1.08 0.53 0.233
H -2.32 0.84 -1.30 0.418
H -2.45 0.74 0.34 0.416

***

Entry 6:
15
Properties=species:S:1:pos:R:3:nbo_charge:R:1 method="wB97M-V/def2-TZVPD" e_homo_ev="-8.0 / -8.0" relative_energy_kcal_mol=42.5 fmax_ev_per_a=3.4 charge=0 e_tot_ha=-665.6492 homo_lumo_gap_ev="7.93 / 7.92" mol_weight_g_mol=121.08
C -1.20 -2.74 -0.41 -0.403
C -1.10 -1.45 -0.09 -0.237
C -0.25 -1.01 0.96 -0.806
N 1.70 2.17 -0.92 -1.124
O 1.09 1.10 2.09 -1.041
O -0.77 1.86 0.63 -0.976
P 0.21 0.64 1.04 2.088
H -1.96 -3.21 -1.02 0.197
H -0.56 -3.46 0.00 0.182
H -1.91 -0.80 -0.34 0.190
H 0.69 -1.58 1.16 0.254
H 1.26 2.87 -1.56 0.381
H 2.49 2.62 -0.33 0.400
H 1.94 1.29 -1.42 0.382
H -1.62 1.70 0.21 0.514